(1)
Here is C26H78AsF6O12 as an isolated structure from the OMol25 dataset. Energies are from the ωB97M-V functional and the def2-TZVPD basis.

The geometry in XYZ format:
```
123
C26H78AsF6O12, DFT the ωB97M-V functional and the def2-TZVPD basis
O 1.406 -1.015 -3.038
H 0.503 -1.397 -3.004
H 1.757 -0.857 -3.943
H 2.046 -1.537 -2.390
O -2.685 1.191 3.063
H -2.418 0.238 3.047
H -2.424 1.538 3.967
H -3.715 1.299 2.943
As -0.571 0.410 -0.242
F -2.015 -0.525 -0.359
F 0.388 -1.026 -0.511
F 0.894 1.300 -0.129
F -1.490 1.844 -0.004
F -0.550 0.196 1.478
F -0.632 0.615 -1.958
C -4.432 1.504 0.479
C -5.688 1.342 1.297
O -5.313 1.350 2.716
H -3.949 2.473 0.514
H -4.720 1.304 -0.559
H -3.735 0.697 0.711
H -6.194 0.405 1.047
H -6.388 2.166 1.110
H -6.040 1.003 3.245
C 1.087 1.117 3.913
C 0.168 -0.034 4.300
O -1.028 0.472 4.963
H 0.582 1.770 3.195
H 2.030 0.811 3.467
H 1.278 1.732 4.797
H 0.671 -0.700 5.006
H -0.107 -0.608 3.415
H -0.837 0.556 5.900
C 2.395 2.434 -3.410
C 3.600 1.616 -2.986
O 3.587 0.380 -3.711
H 1.475 1.977 -3.035
H 2.296 2.456 -4.498
H 2.475 3.445 -3.029
H 3.535 1.418 -1.909
H 4.505 2.213 -3.154
H 4.429 -0.079 -3.614
C -2.416 -5.239 0.610
C -1.650 -4.225 -0.194
O -1.256 -3.148 0.677
H -3.368 -4.861 0.985
H -1.806 -5.641 1.415
H -2.711 -6.073 -0.038
H -2.214 -3.786 -1.027
H -0.793 -4.738 -0.662
H -0.915 -2.434 0.114
C -0.604 5.465 0.314
C 0.632 5.444 1.190
C 1.840 4.853 0.463
O 0.897 6.786 1.670
H -0.766 4.503 -0.170
H -0.446 6.203 -0.476
H -1.452 5.734 0.940
H 0.445 4.800 2.073
H 1.761 3.777 0.306
H 2.777 5.034 1.008
H 1.966 5.394 -0.482
H 1.698 6.718 2.208
C 5.158 -2.834 -1.307
C 3.941 -3.264 -2.115
C 3.741 -4.763 -2.068
O 2.758 -2.599 -1.567
H 5.026 -3.147 -0.270
H 5.335 -1.765 -1.374
H 6.046 -3.369 -1.658
H 4.034 -2.934 -3.153
H 3.531 -5.086 -1.044
H 4.649 -5.288 -2.368
H 2.905 -5.094 -2.682
H 2.541 -3.054 -0.711
C -3.684 4.189 -2.204
C -3.277 3.190 -3.280
C -1.785 3.250 -3.560
O -3.598 1.872 -2.820
H -3.243 5.171 -2.368
H -3.367 3.817 -1.227
H -4.774 4.219 -2.130
H -3.823 3.355 -4.204
H -1.510 4.243 -3.945
H -1.516 2.562 -4.366
H -1.152 3.044 -2.697
H -3.002 1.607 -2.115
C -4.496 -2.198 -2.541
C -5.178 -3.287 -1.734
C -5.752 -2.697 -0.459
O -6.303 -3.829 -2.466
H -5.172 -1.365 -2.720
H -4.060 -2.575 -3.472
H -3.630 -1.811 -1.989
H -4.484 -4.104 -1.491
H -5.009 -2.096 0.072
H -6.214 -3.408 0.222
H -6.550 -2.016 -0.781
H -5.942 -4.127 -3.314
C 2.980 -4.960 2.224
C 1.937 -3.907 1.986
C 2.436 -2.495 2.247
O 1.541 -4.007 0.596
H 3.916 -4.710 1.721
H 2.630 -5.941 1.908
H 3.229 -5.036 3.287
H 1.033 -4.040 2.586
H 2.514 -2.312 3.324
H 1.724 -1.756 1.867
H 3.400 -2.304 1.778
H 0.594 -3.773 0.557
C 3.751 0.628 1.358
C 4.523 1.927 1.459
C 4.152 2.711 2.704
O 5.920 1.579 1.489
H 3.905 0.039 2.265
H 4.140 0.095 0.494
H 2.687 0.837 1.281
H 4.339 2.514 0.550
H 4.370 2.085 3.570
H 3.116 3.046 2.634
H 4.777 3.600 2.830
H 6.447 2.321 1.178
```

As for the net charge: +1. For the LUMO energy, the calculation gives -2.35 eV. As for the HOMO-LUMO gap: 0.34487 hartree. The HOMO energy comes out at -11.73 eV. As for the molecular weight: 771.8 g mol⁻¹.



(2)
Here is a 9-piece molecular cluster, C20H40Cl16O4 overall from the OMol25 dataset. Energies are from the ωB97M-V functional and the def2-TZVPD basis.

The geometry in XYZ format:
```
80
C20H40Cl16O4, DFT the ωB97M-V functional and the def2-TZVPD basis
C 3.729 0.119 3.023
O 3.129 1.113 3.948
C 3.396 2.492 3.510
O 2.303 3.116 2.733
C 1.110 2.256 2.672
O 1.069 1.369 1.639
O -0.001 2.225 3.638
C -0.699 0.900 3.545
H 4.665 -0.433 3.459
H 3.921 0.607 1.953
H 2.877 -0.695 2.843
H 4.412 2.589 2.893
H 3.557 3.200 4.457
H 0.064 0.001 3.670
H -1.326 0.791 2.552
H -1.431 0.847 4.480
Cl -0.579 1.216 -4.287
C -0.203 0.687 -2.628
C 1.040 1.367 -2.077
Cl 2.524 0.829 -2.903
H -0.098 -0.402 -2.635
H -1.070 0.942 -2.011
H 1.161 1.119 -1.018
H 0.978 2.456 -2.167
Cl 0.857 3.729 7.909
C -0.462 4.496 6.990
C -0.026 4.905 5.592
Cl 1.140 6.252 5.619
H -0.824 5.353 7.566
H -1.272 3.762 6.927
H -0.892 5.247 5.018
H 0.433 4.070 5.053
Cl -3.590 2.436 -0.869
C -3.709 2.522 -2.644
C -4.968 1.851 -3.169
Cl -4.925 0.082 -2.960
H -2.805 2.071 -3.066
H -3.715 3.583 -2.909
H -5.071 2.040 -4.241
H -5.865 2.229 -2.669
Cl -2.024 -2.418 -3.503
C -2.143 -2.332 -5.278
C -3.402 -3.003 -5.803
Cl -3.359 -4.772 -5.594
H -1.239 -2.783 -5.700
H -2.149 -1.271 -5.543
H -3.505 -2.814 -6.875
H -4.299 -2.625 -5.303
Cl -8.358 0.563 -5.105
C -8.863 -0.936 -4.285
C -9.966 -0.690 -3.268
Cl -9.389 0.239 -1.862
H -7.978 -1.383 -3.820
H -9.219 -1.617 -5.063
H -10.338 -1.645 -2.885
H -10.808 -0.149 -3.710
Cl 4.636 -3.504 3.962
C 5.885 -4.040 2.811
C 7.054 -3.070 2.738
Cl 6.597 -1.523 1.982
H 5.411 -4.174 1.834
H 6.235 -5.017 3.156
H 7.854 -3.497 2.127
H 7.462 -2.855 3.731
Cl 4.913 -0.919 7.708
C 5.529 0.752 7.695
C 5.410 1.397 6.323
Cl 6.516 0.663 5.136
H 6.567 0.734 8.043
H 4.936 1.314 8.422
H 5.673 2.457 6.387
H 4.391 1.322 5.929
Cl 0.049 -5.517 -9.776
C 0.894 -4.945 -8.316
C 0.002 -4.082 -7.438
Cl -0.376 -2.515 -8.196
H 1.791 -4.405 -8.633
H 1.209 -5.835 -7.764
H 0.509 -3.862 -6.494
H -0.944 -4.583 -7.207
```

For the LUMO energy, the calculation gives 0.45 eV. As for the HOMO-LUMO gap: 0.40095 hartree. The HOMO energy comes out at -10.46 eV. As for the molecular weight: 911.8 g mol⁻¹.



(3)
Here is one molecule with the formula C23H29N3O5S from the OMol25 dataset. Energies are from the ωB97M-V functional and the def2-TZVPD basis.

The geometry in XYZ format:
```
61
C23H29N3O5S, DFT the ωB97M-V functional and the def2-TZVPD basis
C -2.763 -2.493 2.854
H -2.829 -3.447 2.323
H -2.286 -2.651 3.819
H -3.768 -2.087 3.006
O -1.934 -1.577 2.170
C -2.255 -1.231 0.908
C -3.388 -1.647 0.210
C -3.575 -1.256 -1.105
C -2.666 -0.426 -1.750
C -1.577 0.056 -1.029
C -1.370 -0.364 0.263
S 0.187 0.020 1.040
O 0.868 1.000 0.234
O 0.868 -1.224 1.272
N -0.207 0.660 2.524
H 0.331 0.205 3.245
C -0.231 2.110 2.610
H 0.730 2.510 2.262
C -0.542 2.579 4.041
C -2.019 2.966 4.018
H -2.284 3.647 4.825
C -2.181 3.588 2.636
H -3.221 3.671 2.326
H -1.736 4.584 2.625
C -1.384 2.642 1.737
H -1.016 3.123 0.833
H -2.007 1.797 1.443
H -2.638 2.071 4.095
H -0.326 1.803 4.774
H 0.065 3.453 4.276
H -0.864 0.749 -1.446
C -2.876 -0.103 -3.194
O -3.974 0.144 -3.656
N -1.768 -0.117 -3.977
C -0.442 -0.424 -3.603
C -0.137 -1.562 -2.865
C 1.142 -1.777 -2.396
C 2.178 -0.875 -2.669
C 1.873 0.214 -3.499
C 0.591 0.442 -3.946
H 0.382 1.306 -4.560
H 2.651 0.897 -3.801
N 3.477 -1.067 -2.244
C 4.271 0.058 -1.784
H 3.941 0.984 -2.246
C 4.153 0.190 -0.257
H 4.807 0.984 0.110
O 4.573 -0.993 0.388
C 3.780 -2.090 -0.022
C 3.883 -2.268 -1.543
H 3.303 -3.125 -1.881
H 4.935 -2.443 -1.800
H 4.179 -2.962 0.498
H 2.735 -1.927 0.276
H 3.110 0.418 0.003
H 5.316 -0.130 -2.056
H 1.316 -2.646 -1.783
H -0.916 -2.272 -2.632
H -1.914 0.220 -4.921
H -4.435 -1.607 -1.655
H -4.115 -2.296 0.674
```

For the LUMO energy, the calculation gives 0.50 eV. For the energy relative to the best compared isomer or geometry (same formula, charge and spin), the calculation gives 49.00 kcal/mol. As for the HOMO-LUMO gap: 0.28464 hartree. The HOMO energy comes out at -7.25 eV. As for the molecular weight: 459.6 g mol⁻¹.



(4)
Here is a 2-piece molecular cluster, C6H16N overall from the OMol25 dataset. Energies are from the ωB97M-V functional and the def2-TZVPD basis.

The geometry in XYZ format:
```
23
C6H16N, DFT the ωB97M-V functional and the def2-TZVPD basis
C 2.281 -0.042 -2.552
C 1.459 0.752 -1.563
C 1.929 1.591 -0.646
C -0.019 0.486 -1.679
H 2.846 -0.856 -2.094
H 2.947 0.614 -3.113
H 1.584 -0.509 -3.250
H 1.202 2.118 -0.037
H 2.980 1.816 -0.526
H -0.640 0.978 -0.924
H -0.269 -0.581 -1.669
H -0.404 0.871 -2.631
C -1.327 -1.291 3.123
C -1.429 -0.209 2.052
N -2.108 -0.798 0.836
H -0.806 -0.902 4.001
H -2.312 -1.647 3.430
H -0.776 -2.138 2.716
H -2.038 0.644 2.339
H -0.437 0.133 1.764
H -1.632 -1.657 0.480
H -2.072 -0.138 0.031
H -3.085 -1.027 1.137
```

The multiplicity is 2. For the LUMO energy (spin up / spin down), the calculation gives 1.00 / 0.66 eV. For the energy relative to the best compared isomer or geometry (same formula, charge and spin), the calculation gives 46.46 kcal/mol. As for the HOMO-LUMO gap (spin up / spin down): 0.16614 / 0.37081 hartree. The HOMO energy (spin up / spin down) comes out at -3.52 / -9.43 eV. As for the molecular weight: 102.2 g mol⁻¹.



(5)
Here is C26H24BBr4InN7O6S2 as an isolated structure from the OMol25 dataset. Energies are from the ωB97M-V functional and the def2-TZVPD basis.

The geometry in XYZ format:
```
71
C26H24BBr4InN7O6S2, DFT the ωB97M-V functional and the def2-TZVPD basis
In 0.125 0.312 -0.369
O -0.206 -2.918 3.272
C 0.261 -2.130 2.277
O 0.826 -1.094 2.480
C 0.223 -2.811 0.945
C 0.129 -4.190 0.851
C 0.244 -4.786 -0.399
C 0.476 -3.988 -1.501
C 0.558 -2.611 -1.324
N 0.405 -2.043 -0.135
C 0.972 -1.718 -2.503
O 1.228 -2.289 -3.557
O 1.066 -0.480 -2.244
H -0.155 -2.405 4.088
H -0.014 -4.772 1.749
H 0.184 -5.862 -0.496
H 0.617 -4.377 -2.498
Br 1.420 5.395 4.224
C 1.621 3.915 3.061
C 2.880 3.511 2.652
Br 4.425 4.436 3.231
C 2.996 2.418 1.785
Br 4.692 1.827 1.180
C 1.894 1.704 1.318
O 2.022 0.717 0.468
C 0.590 2.101 1.772
O -0.477 1.450 1.367
C 0.501 3.208 2.609
Br -1.249 3.743 3.104
C -3.568 1.737 0.314
N -3.205 2.090 -1.044
C -3.395 3.308 -1.649
C -2.865 3.210 -2.890
N -2.354 1.949 -3.050
B -1.568 1.490 -4.308
N -0.018 1.675 -4.088
C 0.859 1.282 -5.070
C 2.120 1.495 -4.635
N 2.021 2.029 -3.376
C 3.112 2.262 -2.454
C 0.708 2.111 -3.049
S 0.191 2.707 -1.514
C -2.563 1.276 -1.912
S -2.132 -0.347 -1.536
H -4.270 2.473 0.700
H -2.681 1.716 0.950
H -4.020 0.747 0.318
H -3.866 4.133 -1.148
H -2.793 3.945 -3.671
H -1.900 2.214 -5.215
H -1.781 0.329 -4.516
H 0.503 0.858 -5.992
H 3.068 1.297 -5.103
H 4.037 2.405 -3.011
H 3.216 1.410 -1.782
H 2.899 3.145 -1.858
C -5.470 -2.213 1.116
C -4.238 -1.648 1.738
C -4.053 -0.906 2.882
C -2.663 -0.658 2.954
N -2.046 -1.213 1.925
N -3.008 -1.819 1.213
C -1.935 0.075 4.030
H -6.196 -2.460 1.888
H -5.239 -3.113 0.547
H -5.931 -1.488 0.441
H -4.808 -0.557 3.567
H -2.784 -2.194 0.308
H -2.041 -0.445 4.986
H -2.345 1.078 4.140
H -0.884 0.168 3.766
```

As for the net charge: -1. For the LUMO energy, the calculation gives 2.06 eV. For the energy relative to the best compared isomer or geometry (same formula, charge and spin), the calculation gives 20.01 kcal/mol. As for the HOMO-LUMO gap: 0.23626 hartree. The HOMO energy comes out at -4.37 eV. As for the molecular weight: 1039.9 g mol⁻¹.



Energy across the listed records, respectively: -129937.279, -229935.593, -49864.204, -7967.760, -357766.372 eV.